Formula: C50H124AsF12N8O11S2
Source: the Open Molecules 2025 dataset
Level of theory: wB97M-V/def2-TZVPD

Last column: Löwdin charge in e.
Element x y z (Å)
C 0.7340 -0.1139 1.5511  -0.660
F 1.9946 0.2831 1.4258  0.141
F 0.7875 -1.4247 1.8285  0.116
F 0.1248 0.5473 2.5336  0.128
S -0.1792 0.0737 -0.0858  0.589
O 0.8679 -0.3701 -0.9770  -0.321
O -1.3323 -0.7829 -0.1314  -0.289
N -0.4858 1.6642 -0.1828  -0.306
S 0.0521 2.1261 -1.6397  0.594
O 1.4048 2.5882 -1.6833  -0.263
O -0.4653 1.3151 -2.7117  -0.310
C -0.9181 3.6842 -1.8891  -0.670
F -2.2071 3.5704 -2.1740  0.134
F -0.7853 4.4258 -0.7759  0.121
F -0.3622 4.3309 -2.9083  0.151
C 6.9036 -3.7308 0.8057  -0.039
C 6.5325 -2.4063 1.4375  -0.182
N 5.9825 -2.5064 2.8181  -0.273
C 4.6281 -3.1376 2.7952  0.019
C 6.8733 -3.2852 3.7600  -0.159
C 8.3348 -2.9190 3.7314  -0.048
C 5.8718 -1.0869 3.4147  -0.061
C 4.9207 -0.1162 2.7263  -0.224
O 5.3480 0.2970 1.4747  -0.178
C 6.2211 1.4197 1.5079  -0.059
H 7.7946 -4.1876 1.2471  0.087
H 7.1165 -3.6707 -0.2580  0.098
H 6.1412 -4.4995 0.9548  0.084
H 5.7985 -1.9100 0.8024  0.127
H 7.3451 -1.6844 1.3613  0.133
H 4.0747 -2.9867 3.7177  0.116
H 4.8228 -4.2040 2.7011  0.104
H 4.0744 -2.7946 1.9280  0.113
H 6.7987 -4.3096 3.3921  0.125
H 6.3683 -3.2780 4.7228  0.137
H 8.6350 -2.1621 3.0064  0.085
H 8.9827 -3.7660 3.4912  0.099
H 8.7692 -2.6297 4.6905  0.098
H 6.9157 -0.7711 3.4176  0.130
H 5.6064 -1.2856 4.4538  0.135
H 4.7601 0.6812 3.4635  0.122
H 3.9514 -0.6086 2.6144  0.108
H 7.2197 1.1639 1.8869  0.094
H 5.8215 2.2330 2.1157  0.097
H 6.3875 1.7442 0.4843  0.100
C 0.5982 2.5610 9.9835  -0.037
C 1.1667 2.0716 8.6582  -0.166
N 2.6520 1.7896 8.6577  -0.270
C 3.4129 3.0585 8.9391  0.043
C 2.9546 0.7181 9.6872  -0.154
C 4.3929 0.2556 9.7382  -0.047
C 3.0399 1.2631 7.2946  -0.099
C 3.0002 2.2220 6.1173  -0.182
O 1.6344 2.3782 5.7453  -0.206
C 1.4382 3.4091 4.7839  -0.071
H 0.6383 1.7717 10.7369  0.083
H -0.4579 2.7870 9.8610  0.099
H 1.1336 3.4130 10.3931  0.090
H 0.9895 2.8768 7.9491  0.121
H 0.6892 1.1867 8.2435  0.135
H 4.4481 2.9553 8.6369  0.112
H 3.3181 3.2944 9.9935  0.119
H 2.9001 3.8288 8.3703  0.115
H 2.2739 -0.0986 9.4393  0.140
H 2.5918 1.1265 10.6251  0.123
H 4.6516 -0.0780 10.7403  0.103
H 5.1142 1.0042 9.4139  0.083
H 4.5418 -0.6156 9.0976  0.085
H 2.4955 0.3446 7.0740  0.146
H 4.0707 0.9181 7.4041  0.123
H 3.4463 1.6559 5.2897  0.121
H 3.4815 3.1763 6.3198  0.128
H 0.6310 4.0647 5.1127  0.097
H 1.1811 3.0113 3.7993  0.078
H 2.3236 4.0397 4.6715  0.095
C -1.7334 -2.2147 5.2509  -0.040
C -2.1987 -3.4198 4.4627  -0.177
N -3.6257 -3.8188 4.6789  -0.254
C -3.7711 -4.3637 6.0900  0.033
C -4.6128 -2.6718 4.5690  -0.147
C -4.6223 -1.8186 3.3302  -0.047
C -3.9448 -5.0218 3.7750  -0.062
C -3.3932 -5.0969 2.3676  -0.201
O -3.8735 -4.0222 1.5981  -0.207
C -3.4869 -4.0957 0.2380  -0.075
H -0.7601 -1.9357 4.8484  0.086
H -1.6463 -2.3621 6.3271  0.091
H -2.4208 -1.3836 5.1127  0.050
H -1.5802 -4.2954 4.6571  0.141
H -2.1224 -3.2044 3.3984  0.116
H -3.9149 -3.5154 6.7504  0.108
H -2.8711 -4.9081 6.3572  0.117
H -4.6377 -5.0175 6.1031  0.119
H -4.3749 -2.0420 5.4246  0.113
H -5.5845 -3.1193 4.7741  0.148
H -5.1275 -0.8690 3.5042  0.087
H -5.1130 -2.3251 2.5096  0.082
H -3.6322 -1.5067 2.9942  0.069
H -5.0282 -5.1393 3.8101  0.152
H -3.5533 -5.8737 4.3331  0.140
H -3.7828 -6.0453 1.9848  0.149
H -2.3008 -5.0404 2.3832  0.127
H -4.2141 -3.5234 -0.3349  0.097
H -3.4535 -5.1188 -0.1474  0.096
H -2.5012 -3.6494 0.0557  0.083
C 1.8064 -1.4705 -5.6404  -0.054
C 1.9750 -2.8549 -5.0208  -0.171
N 0.8565 -3.8201 -5.3436  -0.258
C 1.2811 -5.1729 -4.8780  0.034
C -0.4159 -3.3519 -4.6042  -0.133
C -0.1954 -2.9415 -3.1803  -0.052
C 0.7684 -3.8258 -6.8380  -0.099
C -0.2347 -4.7870 -7.4614  -0.195
O -1.4935 -4.5657 -6.8837  -0.218
C -2.5827 -5.0299 -7.6651  -0.062
H 0.7829 -1.0991 -5.5853  0.089
H 2.2621 -1.3858 -6.6228  0.081
H 2.3139 -0.7226 -5.0228  0.080
H 2.1017 -2.7560 -3.9502  0.117
H 2.8958 -3.2934 -5.4065  0.135
H 0.4926 -5.9020 -5.0158  0.119
H 1.5212 -5.0628 -3.8201  0.105
H 2.2361 -5.4171 -5.3373  0.120
H -1.0803 -4.2075 -4.7087  0.123
H -0.8247 -2.6209 -5.2976  0.125
H 0.3708 -1.9959 -3.1342  0.068
H 0.4320 -3.5725 -2.5574  0.089
H -1.1048 -2.5396 -2.7334  0.093
H 1.7529 -4.0132 -7.2632  0.151
H 0.4380 -2.8446 -7.1739  0.132
H 0.0598 -5.8309 -7.3074  0.137
H -0.2517 -4.5119 -8.5213  0.146
H -3.5058 -4.9761 -7.0998  0.096
H -2.3947 -6.0672 -7.9670  0.102
H -2.7002 -4.4807 -8.6059  0.099
C -2.4333 2.5998 -5.9994  -0.044
C -3.8541 2.1473 -6.3071  -0.161
N -4.7766 2.1734 -5.1381  -0.265
C -6.0919 1.5508 -5.5108  0.045
C -4.1925 1.3929 -3.9434  -0.127
C -3.7219 -0.0158 -4.3088  -0.053
C -4.9727 3.5692 -4.6308  -0.113
C -5.1321 4.6359 -5.6839  -0.191
O -6.3178 4.3675 -6.4126  -0.200
C -6.6489 5.3938 -7.3262  -0.074
H -2.0369 3.1768 -6.8377  0.091
H -1.7434 1.7730 -5.8429  0.071
H -2.3631 3.3081 -5.1739  0.077
H -3.8462 1.1045 -6.6278  0.128
H -4.2924 2.7104 -7.1254  0.132
H -6.0298 0.4727 -5.5016  0.098
H -6.3917 2.0135 -6.4474  0.110
H -6.8086 1.9257 -4.7827  0.121
H -5.0348 1.3549 -3.2584  0.139
H -3.3538 2.0067 -3.6402  0.096
H -2.6809 0.0471 -4.6180  0.064
H -4.3402 -0.6015 -4.9824  0.077
H -3.7772 -0.5491 -3.3546  0.087
H -4.1385 3.8909 -4.0079  0.117
H -5.8327 3.5812 -3.9650  0.135
H -4.2334 4.8289 -6.2780  0.131
H -5.3963 5.5521 -5.1355  0.147
H -7.5634 5.1435 -7.8523  0.099
H -5.8455 5.5565 -8.0544  0.094
H -6.7889 6.3432 -6.7958  0.101
C -4.1755 1.7611 0.6057  -0.044
C -3.6834 2.5459 1.8052  -0.291
C -3.6310 1.5993 2.9685  -0.186
O -2.9370 2.2191 4.0455  -0.182
C -3.3956 1.7637 5.2958  -0.090
N -2.3474 3.1648 1.4774  0.231
H -1.7893 2.7050 0.7261  0.085
H -2.4160 4.1296 1.1240  0.148
H -1.7662 3.1985 2.3182  0.152
H -4.0223 2.3567 -0.2984  0.062
H -5.2410 1.5647 0.7196  0.105
H -3.7296 0.7922 0.3511  0.077
H -4.3276 3.4173 1.8990  0.138
H -3.1305 0.6587 2.7220  0.116
H -4.6600 1.4136 3.2848  0.135
H -4.4522 1.9991 5.4501  0.107
H -2.8088 2.1915 6.1063  0.092
H -3.2795 0.6732 5.4094  0.067
C 4.9633 0.8509 -8.7807  -0.009
C 3.9530 1.5991 -7.9490  -0.307
C 4.0193 1.4086 -6.4560  -0.239
O 2.9982 2.1104 -5.8297  -0.179
C 3.1946 2.4926 -4.4810  -0.068
N 3.9620 3.1185 -8.1845  0.235
H 4.2283 3.4015 -9.1310  0.182
H 3.0967 3.5816 -7.9021  0.173
H 4.6785 3.5327 -7.5748  0.176
H 5.1461 -0.1197 -8.3308  0.098
H 5.9293 1.3701 -8.7386  0.104
H 4.6959 0.8727 -9.8337  0.101
H 2.9084 1.4193 -8.2265  0.157
H 5.0227 1.7130 -6.0914  0.151
H 4.0428 0.3543 -6.1471  0.122
H 2.2737 2.7800 -3.9764  0.071
H 3.7914 3.4118 -4.4648  0.102
H 3.6251 1.7426 -3.8117  0.100
As -5.2518 5.3687 -0.6840  0.702
F -5.2629 3.9362 -1.6766  -0.267
F -3.5063 5.2141 -0.5704  -0.268
F -5.1791 6.6368 0.4589  -0.218
F -6.9344 5.5877 -0.8559  -0.218
F -5.6300 4.2962 0.6644  -0.265
F -4.9954 6.3420 -2.0751  -0.231

Cartesian forces, eV/Å:
C -0.55 -0.15 -0.83
F -0.23 0.49 0.18
F -0.34 0.05 0.34
F 0.20 -0.13 0.25
S 0.65 -0.80 -0.94
O 0.27 0.33 0.22
O -0.33 0.62 1.18
N 0.63 -1.41 -0.20
S -1.01 1.23 -1.37
O 0.11 -0.36 0.33
O 0.21 -0.32 -0.12
C 0.17 0.91 0.42
F 0.11 -0.77 0.25
F -0.08 0.04 -0.05
F 0.27 -0.06 -0.03
C 0.42 -1.05 0.71
C 0.03 0.10 -1.75
N -0.45 1.60 0.62
C 0.49 -0.85 -0.28
C -0.18 -1.19 -0.83
C 1.48 0.17 0.46
C 0.78 -0.88 -0.03
C -0.09 -0.96 0.64
O -0.08 0.50 -0.05
C 0.68 -0.02 -0.13
H 0.08 0.30 0.03
H -0.19 0.37 -0.03
H -0.22 0.20 -0.25
H -0.42 -0.15 0.38
H 0.23 -0.22 0.66
H 0.19 0.30 0.09
H -0.34 -0.04 -0.10
H -0.06 0.13 0.07
H -0.14 -0.02 0.14
H 0.24 0.23 0.15
H -0.31 0.12 0.07
H -0.46 -0.22 -0.24
H -0.53 0.37 0.08
H -0.16 0.47 -0.01
H -0.26 0.29 -0.02
H 0.12 0.32 -0.32
H -0.02 0.10 -0.13
H -0.16 -0.12 0.18
H -0.15 0.01 -0.09
H -0.30 0.08 -0.01
C 0.26 -1.19 0.42
C -0.40 0.96 0.06
N 0.12 -0.12 -0.51
C -0.69 -0.15 -0.04
C -0.56 0.14 0.00
C 0.21 -0.45 -0.29
C 1.10 -0.14 0.17
C -1.48 -1.13 -0.10
O 0.24 0.51 0.15
C -0.13 0.46 -0.17
H -0.10 0.09 0.06
H 0.05 0.25 -0.13
H -0.16 0.22 -0.17
H 0.29 -0.19 -0.30
H -0.10 -0.11 0.29
H 0.04 0.01 0.06
H 0.18 -0.05 0.06
H 0.29 0.21 -0.01
H 0.09 -0.06 0.02
H 0.29 0.05 0.11
H -0.02 0.19 0.08
H -0.02 0.13 0.28
H -0.01 0.05 -0.04
H -0.49 0.26 0.14
H 0.05 0.24 0.03
H 0.69 0.41 0.11
H 0.20 -0.01 -0.18
H -0.07 -0.13 0.04
H 0.06 -0.21 0.08
H 0.04 -0.09 0.02
C -0.20 0.08 0.10
C 0.00 0.29 -0.49
N 0.16 -0.81 0.07
C -0.11 0.46 -0.34
C 0.02 0.33 0.58
C 0.18 0.06 -0.65
C -0.17 -0.12 0.57
C -0.29 0.90 0.26
O -0.10 -0.24 0.00
C 0.18 0.21 -0.48
H 0.00 0.11 0.11
H 0.06 -0.27 -0.04
H 0.17 0.18 -0.16
H -0.11 -0.07 0.08
H 0.06 0.13 0.00
H 0.01 -0.14 0.20
H -0.02 -0.11 -0.04
H -0.05 0.05 0.19
H -0.09 -0.05 0.06
H -0.04 0.01 -0.10
H -0.33 -0.24 0.38
H 0.00 0.05 -0.15
H 0.13 -0.34 0.04
H -0.03 0.21 -0.23
H 0.14 -0.06 -0.18
H 0.41 -0.14 -0.11
H 0.07 -0.59 -0.09
H -0.04 -0.06 0.02
H -0.22 -0.05 0.18
H 0.01 0.02 0.26
C 0.10 0.55 0.77
C 0.66 0.44 -0.39
N 0.95 0.36 0.41
C 0.45 0.57 0.90
C -0.12 -1.31 -1.16
C 0.95 2.36 -0.08
C -1.25 0.11 -0.75
C 0.01 -0.06 0.43
O -0.22 0.55 0.28
C 0.17 -0.78 -0.86
H -0.10 -0.20 -0.46
H -0.43 -0.10 -0.23
H 0.23 -0.30 0.13
H -0.25 -0.31 0.10
H -0.08 -0.18 0.00
H 0.04 -0.06 -0.20
H -0.29 -0.22 0.06
H -0.27 -0.27 -0.42
H -0.05 0.07 0.18
H -0.15 0.41 0.54
H 0.03 -0.09 -0.28
H -0.70 -0.62 0.12
H -0.29 -0.95 0.22
H 0.13 -0.08 0.26
H 0.17 0.17 0.33
H 0.04 -0.03 -0.40
H 0.13 -0.40 -0.10
H 0.10 0.08 0.22
H -0.20 -0.03 0.20
H 0.11 0.29 0.20
C 0.26 0.59 -0.30
C 0.39 -0.73 -0.21
N 0.35 -0.34 0.66
C -0.20 1.33 0.10
C -0.61 -0.18 -1.68
C 0.08 0.33 1.09
C -0.05 1.05 0.07
C -1.72 0.67 0.54
O 0.51 -0.88 -0.57
C 0.29 0.74 -0.07
H -0.12 -0.18 -0.14
H -0.08 -0.02 0.26
H -0.07 -0.20 0.19
H 0.01 0.05 -0.11
H -0.24 0.16 0.20
H 0.05 -0.06 -0.23
H -0.02 -0.44 -0.19
H -0.07 -0.38 0.11
H 0.30 0.28 0.42
H -0.10 -0.18 0.65
H -0.03 -0.37 -0.20
H -0.02 0.26 -0.27
H 0.36 -0.15 -0.11
H 0.14 -0.40 0.00
H -0.04 -0.17 -0.08
H -0.12 -0.16 -0.28
H 0.81 0.06 0.23
H -0.03 -0.20 0.10
H -0.04 -0.14 -0.03
H -0.11 -0.07 0.01
C -0.32 0.05 -1.19
C -0.02 -0.49 -1.39
C 0.43 0.93 1.01
O 0.12 0.00 0.03
C -0.04 -0.48 0.49
N 1.00 0.30 -0.05
H -0.30 -0.48 0.53
H -0.64 -0.01 0.11
H -0.05 0.02 0.02
H -0.46 0.14 0.07
H -0.07 0.29 -0.10
H 0.51 0.07 0.76
H -0.24 -0.31 0.57
H -0.05 -0.04 -0.17
H -0.09 -0.16 -0.25
H 0.03 0.12 -0.02
H 0.03 0.34 -0.23
H -0.04 0.03 -0.25
C 0.66 1.23 0.24
C -1.95 0.46 0.03
C 1.72 -0.29 1.13
O -0.93 -0.04 -0.42
C 0.32 0.97 0.84
N 1.38 0.41 0.50
H -0.29 -0.20 -0.12
H -0.19 -0.28 -0.12
H 0.02 0.01 -0.11
H -0.24 -0.28 -0.44
H -0.01 -0.07 0.16
H -0.16 -0.61 0.01
H 0.21 -0.70 -0.21
H -0.17 0.46 -0.14
H -0.43 -0.14 -0.54
H -0.40 -0.25 -0.62
H 0.34 -0.25 0.13
H 0.25 -0.26 -0.48
As -1.20 0.69 0.41
F 0.17 -0.48 -0.40
F 0.25 -0.65 0.70
F 0.35 0.38 -0.07
F -0.40 -0.13 -0.34
F 0.74 -0.23 0.05
F 0.22 0.15 -0.24

**Lowest unoccupied orbital energy**: -8.68 eV
**E**: -203376.9793 eV
**Net charge**: +5
**Spin multiplicity**: 1